No. 1
{
  "formula": "C4H12N3",
  "method": "ωB97M-V/def2-TZVPD",
  "symbols": ["C", "N", "C", "N", "H", "H", "H", "H", "H", "H", "H", "C", "C", "N", "H", "H", "H", "H", "H"],
  "positions_angstrom": [[-0.5389, -0.1164, 1.9870], [0.3453, 3.0695, 0.3990], [-0.3128, 2.0259, 0.8402], [0.2365, 0.9942, 1.4126], [0.0662, -1.0195, 1.9696], [-1.4325, -0.2723, 1.3900], [-0.8328, 0.1078, 3.0115], [1.3537, 3.1433, 0.4954], [-0.1175, 3.8053, -0.1091], [-1.3901, 2.0501, 0.7028], [1.2448, 0.9431, 1.4531], [-1.0811, -2.4012, -1.8363], [-0.0710, -1.7175, -1.3171], [1.2986, -1.8718, -1.6281], [-0.8823, -3.2481, -2.4882], [-2.0958, -2.1233, -1.5836], [-0.2491, -0.8622, -0.6766], [1.4529, -2.6598, -2.2481], [1.8650, -2.0316, -0.8051]],
  "orbital_gap_ev": 7.8473,
  "total_charge": 1,
  "e_homo_ev": -11.52
}

***

No. 2
{
  "formula": "C25H25AuCl2N8O3",
  "method": "ωB97M-V/def2-TZVPD",
  "symbols": ["Au", "N", "C", "C", "C", "C", "N", "C", "N", "N", "C", "O", "O", "H", "H", "H", "H", "H", "H", "H", "H", "H", "H", "H", "H", "H", "H", "Cl", "C", "C", "C", "Cl", "C", "C", "C", "C", "N", "C", "C", "O", "H", "H", "H", "H", "N", "C", "C", "C", "C", "C", "C", "C", "N", "C", "C", "N", "C", "H", "H", "H", "H", "H", "H", "H"],
  "positions_angstrom": [[1.1409, -0.1614, 0.0529], [0.1069, 0.0351, 1.9188], [0.9838, 0.7645, 2.8903], [0.1444, 1.3969, 4.0246], [0.5799, 1.1132, 5.4765], [1.4808, 2.1691, 6.1119], [2.7597, 2.2851, 5.4330], [3.9646, 2.0104, 5.8844], [4.2027, 1.6578, 7.1511], [4.9908, 2.0739, 5.0229], [1.8749, 1.7686, 2.1138], [2.5925, 2.5283, 2.7665], [1.8257, 1.7495, 0.8401], [-0.7180, 0.6040, 1.7406], [-0.2257, -0.8393, 2.3136], [1.6707, 0.0226, 3.3046], [-0.8683, 1.0019, 3.9196], [0.0599, 2.4747, 3.8629], [1.0508, 0.1281, 5.5474], [-0.3194, 1.0690, 6.0932], [1.6142, 1.9499, 7.1700], [0.9869, 3.1415, 6.0628], [2.6945, 2.4894, 4.4200], [3.4724, 1.6532, 7.8389], [5.1434, 1.5273, 7.4793], [4.8293, 2.4198, 4.0898], [5.9413, 2.0065, 5.3406], [-0.5070, -4.9524, -1.0622], [-0.9954, -3.6107, -1.9834], [-1.8383, -3.7764, -3.0628], [-2.2296, -2.6871, -3.8214], [-3.2664, -2.9445, -5.1446], [-1.7804, -1.3555, -3.5182], [-2.1435, -0.2210, -4.2617], [-1.6551, 1.0053, -3.8877], [-0.8158, 1.0870, -2.7725], [-0.4663, 0.0321, -2.0579], [-0.9306, -1.1684, -2.4182], [-0.4961, -2.3112, -1.6010], [0.2732, -2.1911, -0.6256], [-2.1962, -4.7639, -3.3204], [-2.7989, -0.3210, -5.1157], [-1.9116, 1.9012, -4.4357], [-0.4191, 2.0443, -2.4528], [6.8764, -5.5074, -7.1557], [6.3624, -4.7502, -6.4622], [5.7187, -3.8040, -5.5907], [6.4747, -2.8312, -4.9407], [5.8553, -1.9300, -4.0931], [4.4831, -2.0020, -3.9154], [3.7180, -2.9558, -4.5681], [4.3404, -3.8674, -5.4024], [3.8404, -1.0725, -3.0342], [4.0809, 0.2819, -2.9534], [3.2824, 0.7559, -1.9624], [2.5658, -0.2997, -1.4445], [2.9201, -1.3858, -2.1066], [7.5443, -2.7930, -5.0921], [6.4369, -1.1890, -3.5602], [2.6425, -2.9744, -4.4438], [3.7636, -4.6198, -5.9219], [4.7718, 0.7730, -3.6161], [3.1719, 1.7544, -1.5753], [2.5754, -2.3904, -1.9240]],
  "s2": 2.04,
  "orbital_gap_ev": [8.0406, 6.2620],
  "multiplicity": 3,
  "total_charge": 2,
  "e_homo_ev": [-13.45, -13.75]
}

***

No. 3
{
  "formula": "C6H3ClN2O6PtS2",
  "method": "ωB97M-V/def2-TZVPD",
  "symbols": ["Pt", "S", "C", "S", "C", "C", "N", "C", "N", "O", "Cl", "O", "O", "O", "C", "C", "O", "O", "H", "H", "H"],
  "positions_angstrom": [[0.2225, 0.5859, -0.2015], [2.3339, -0.1127, -0.4089], [2.1898, -0.8867, 1.1036], [0.6860, -0.3627, 1.7352], [3.1017, -1.7611, 1.6958], [2.8598, -2.3350, 2.9777], [2.6780, -2.8093, 4.0160], [4.3152, -2.1154, 1.0364], [5.3011, -2.4163, 0.5144], [0.3304, 4.2126, -2.5223], [-0.4188, 3.3148, -1.6743], [-0.0793, 1.9036, -2.0890], [-1.8328, 3.5221, -1.8656], [-0.0480, 3.4601, -0.2889], [-3.7398, -0.7228, -0.5638], [-2.2409, -0.4933, -0.5924], [-1.4853, -1.2786, -1.1681], [-1.8535, 0.5968, 0.0140], [-3.9558, -1.7802, -0.7105], [-4.1912, -0.1531, -1.3795], [-4.1730, -0.3688, 0.3717]],
  "orbital_gap_ev": 7.0599,
  "total_charge": -2,
  "e_homo_ev": -1.88
}

***

No. 4
{
  "formula": "C4H8F3O6S2Sn",
  "method": "ωB97M-V/def2-TZVPD",
  "symbols": ["Sn", "C", "F", "F", "F", "S", "O", "O", "O", "O", "S", "O", "O", "C", "C", "C", "H", "H", "H", "H", "H", "H", "H", "H"],
  "positions_angstrom": [[33.1424, -25.4856, 16.3330], [34.7629, -25.7297, 12.3583], [34.8215, -25.7927, 11.0454], [35.4464, -26.7993, 12.7869], [35.4477, -24.6517, 12.7485], [32.9537, -25.7670, 13.0258], [33.0186, -25.3179, 14.4357], [32.2310, -24.8491, 12.1531], [32.5289, -27.1865, 12.8806], [34.5045, -25.6699, 17.2773], [35.7954, -25.4979, 17.8943], [36.3532, -24.1495, 18.1945], [35.8588, -26.4369, 19.2606], [36.6844, -26.0209, 20.3641], [36.9818, -27.0573, 21.4204], [36.9844, -26.5233, 16.8992], [36.0566, -25.3322, 20.9295], [37.5636, -25.5270, 19.9502], [37.5148, -26.7361, 22.3153], [37.4524, -27.9277, 20.9632], [36.0200, -27.4125, 21.7903], [37.7495, -26.6521, 17.6647], [37.2419, -25.8241, 16.1036], [36.5059, -27.4302, 16.5295]],
  "orbital_gap_ev": 8.2943,
  "total_charge": 1,
  "e_homo_ev": -13.82
}

***

No. 5
{
  "formula": "C5H14B3FN2O11S",
  "method": "ωB97M-V/def2-TZVPD",
  "symbols": ["O", "C", "N", "B", "O", "B", "C", "O", "N", "O", "O", "B", "S", "O", "O", "F", "O", "H", "H", "C", "O", "H", "H", "H", "H", "C", "O", "H", "H", "H", "H", "C", "O", "H", "H", "H", "H"],
  "positions_angstrom": [[4.8162, -2.3085, -1.2240], [3.7154, -2.5687, -1.0506], [2.5499, -2.8749, -0.7698], [1.5257, -1.9985, -1.2457], [0.1836, -2.2927, -1.0740], [-0.5630, -1.2224, -0.6530], [-2.0986, -1.4091, -0.3814], [-2.8022, -0.2968, -0.9455], [-4.1427, -0.3442, -0.5792], [-4.6955, 0.6106, -0.9486], [0.0355, 0.0246, -0.4381], [1.2756, 0.1830, -0.9469], [2.3929, 1.6385, -0.4738], [1.7187, 2.6300, 0.2860], [3.0563, 2.0114, -1.6731], [3.4709, 0.9633, 0.4328], [1.7971, -0.7404, -1.8005], [-2.3167, -1.5307, 0.6804], [-2.4221, -2.3255, -0.8752], [3.0870, -6.6030, 0.2356], [3.6610, -5.3615, 0.6217], [3.5911, -7.3833, 0.8001], [2.0190, -6.6368, 0.4672], [3.2297, -6.7957, -0.8313], [3.2206, -4.6633, 0.1267], [-6.1554, 2.4156, 2.1337], [-6.5569, 2.5940, 0.7838], [-6.8116, 3.0242, 2.7511], [-6.2520, 1.3712, 2.4453], [-5.1239, 2.7440, 2.2918], [-5.9802, 2.0578, 0.2315], [1.5730, 6.1620, -0.0568], [2.4315, 5.8580, 1.0363], [1.8227, 7.1537, -0.4255], [1.7119, 5.4398, -0.8655], [0.5272, 6.1568, 0.2625], [2.1957, 4.9769, 1.3434]],
  "orbital_gap_ev": 9.1512,
  "e_homo_ev": -10.00
}

***

No. 6
{
  "formula": "C3H9S2",
  "method": "ωB97M-V/def2-TZVPD",
  "symbols": ["S", "H", "C", "C", "C", "S", "H", "H", "H", "H", "H", "H", "H", "H"],
  "positions_angstrom": [[-1.4537, -1.2666, 0.5523], [-2.2033, -2.3775, 0.7792], [-1.0168, 1.4693, -1.7466], [-0.1868, 1.3648, -0.4390], [0.9070, 0.3337, -0.5506], [1.7869, -0.2222, 0.8610], [-1.5430, 2.4365, -1.7676], [-1.7721, 0.7039, -1.8396], [-0.4004, 1.3943, -2.6417], [0.2122, 2.3427, -0.1942], [-0.8969, 1.1310, 0.3864], [1.7742, 0.7405, -1.1845], [0.5387, -0.6061, -1.0522], [0.7403, -0.9525, 1.3188]],
  "orbital_gap_ev": 6.6104,
  "total_charge": -1,
  "e_homo_ev": -3.01
}